11 unconnected molecules or ions with the total composition C61H141N7O11 at a distorted geometry, computed with wB97M-V/def2-TZVPD.

The geometry in XYZ format:
```
220
Properties=species:S:1:pos:R:3:forces:R:3
O 5.217848 2.033772 -2.212406 0.2 -0.1 0.5
O -0.136116 -4.283086 0.343414 0.1 0.4 -0.2
O -4.584286 -0.387306 6.859057 -0.3 0.0 -0.1
O 4.848037 5.293213 1.443736 0.0 -0.1 0.2
O -4.831204 -3.321568 0.504748 0.3 0.0 0.5
O -0.011051 2.028219 3.139299 -0.2 0.4 0.3
O 0.807541 -1.697209 7.646285 0.1 0.2 0.0
O -5.337886 3.270239 -2.242469 0.2 0.1 -0.3
O -0.199084 -4.039813 -6.680550 0.1 -0.1 0.4
O 2.634232 4.303359 -2.661070 -0.3 -0.2 -0.1
O -0.005977 1.649543 0.458311 -0.2 0.3 -0.4
N -0.498629 -0.355396 5.373140 -0.2 0.3 0.0
N 2.715505 2.848539 -0.252861 -0.2 0.4 0.3
N 0.999879 -5.122742 0.375652 -0.6 -1.2 0.7
N 5.543293 0.748173 -2.698500 0.0 -0.2 -1.3
N -4.021841 -0.462854 5.560201 1.2 -0.4 -0.2
N -0.448721 -2.653528 -6.588997 -0.1 0.6 -1.6
N -5.394669 3.759328 -0.916770 -0.8 -0.5 0.7
C -5.754927 1.105953 4.588363 -0.4 -0.2 -0.1
C 6.036603 6.007420 1.196705 -0.6 0.5 0.2
C -5.747295 -2.129486 4.834155 0.0 0.0 -0.4
C 3.041342 -5.750832 1.576075 -0.4 -0.1 -0.5
C 1.535281 -1.837952 8.847860 -0.5 0.1 0.2
C -5.672349 5.197550 -0.923104 -0.3 0.2 -0.2
C 7.861628 1.377300 -3.069362 0.3 0.5 0.2
C 1.413908 4.190765 -3.395565 0.7 0.4 0.3
C 0.430259 -0.407705 -6.171168 0.5 0.6 0.0
C -3.593663 0.612411 3.437184 0.5 0.2 -0.9
C 1.107987 -4.779283 2.799518 -0.9 -0.2 -0.1
C 4.738112 -1.526599 -3.104236 0.8 -0.6 -0.4
C -2.816417 -3.086637 -6.829929 0.1 -0.1 -0.7
C -3.592688 -2.827428 5.884838 -0.2 0.0 0.3
C -4.261225 0.749508 4.797880 -0.9 0.9 -0.5
C 0.443288 -6.179814 -1.772855 -1.0 0.3 0.3
C 6.919192 0.378759 -2.403576 0.5 -0.3 0.3
C 4.048821 2.542010 1.810565 -0.1 0.2 -0.5
C 3.978751 -0.363044 -1.043531 0.5 0.8 0.6
C 3.358441 3.551996 0.864388 0.4 -0.8 0.2
C -4.511366 1.672798 -0.046706 -0.2 -0.3 -0.5
C 0.812207 -1.035931 5.365324 -0.9 -1.0 -0.1
C 1.578438 -0.509403 4.177027 0.4 0.6 0.0
C 1.492325 -5.437770 -0.947392 1.1 0.3 -0.9
C -3.570629 -1.866216 3.605618 0.8 0.1 -0.3
C 2.466281 -3.325055 1.328718 -0.5 0.4 0.1
C 2.668613 -6.402042 -0.778698 0.4 -0.8 0.8
C 0.770406 -1.910365 -6.291097 -0.4 0.5 1.0
C 1.997450 -4.223986 -1.758024 -0.2 0.8 0.3
C 1.765876 -2.054901 -7.435358 -0.4 -0.6 -0.3
C -0.343692 4.370795 2.546647 1.0 -0.1 0.3
C -1.867677 -2.895480 -4.548726 0.4 0.3 0.4
C -5.722004 5.700098 0.521528 0.1 -0.3 0.3
C -4.378205 3.745300 1.306409 -0.8 0.1 -0.1
C -3.635172 1.946197 5.508989 0.8 -0.1 0.8
C -4.665911 6.021162 -1.743618 0.5 -0.1 0.1
C 1.398241 -2.364425 -4.969336 1.9 -0.7 -0.3
C -1.747998 -2.371882 -6.006527 -0.5 -1.1 1.4
C -4.314435 3.180196 -0.129647 1.0 0.6 0.6
C -0.852065 -0.074807 -5.430727 -0.2 -0.2 0.2
C -4.481195 -2.637859 -0.689047 -0.7 -0.3 -0.8
C -4.538981 5.259504 1.386661 -0.2 -0.1 -0.5
C 7.198344 -0.996420 -3.021708 -0.6 -0.4 0.0
C 0.213786 4.458488 -2.503800 0.0 0.1 -0.3
C 1.875129 -4.746084 1.476330 0.9 0.7 0.0
C 6.115672 -2.035931 -2.695618 0.5 0.6 0.3
C -3.854499 -0.691115 2.691385 -0.6 0.4 0.4
C 0.203523 3.390716 3.578208 -1.1 -0.5 -0.1
C 4.416431 4.509988 0.332799 0.1 0.2 0.9
C -2.003944 -0.871059 -6.013881 -0.1 -0.2 -0.5
C -0.283485 0.157802 -1.447729 -0.4 0.9 0.4
C -0.289682 0.324598 0.063429 1.0 -1.0 0.5
C 3.727265 -5.962904 0.232054 -0.2 0.3 0.0
C -2.979645 -2.593498 -0.835185 -0.1 0.4 0.5
C -4.254395 -1.799133 4.970719 -0.5 0.0 0.0
C -7.085483 5.366947 -1.526953 0.0 0.4 -0.2
C 7.214469 0.353164 -0.897798 0.2 -0.2 0.1
C -2.914086 3.495091 -0.668199 0.4 0.1 -0.6
C 4.417208 -0.163535 -2.510877 -0.7 0.1 0.2
C 1.478856 -0.888589 6.704615 0.9 0.3 0.0
C 3.227563 0.448667 -3.264512 -0.1 0.1 0.3
H 3.479907 0.699767 -4.296075 0.1 -0.1 0.0
H -2.768118 3.173739 -1.703789 -0.2 -0.3 0.1
H 2.513815 -0.994391 3.893742 -0.1 -0.4 0.4
H 1.523788 0.162649 7.029124 -0.3 0.0 0.0
H 1.842598 -0.866696 9.251435 0.1 0.0 -0.1
H 0.287339 -5.504378 2.766180 0.3 -0.3 -0.1
H -0.434955 1.546476 3.862952 0.2 -0.2 0.0
H 3.381739 1.711439 2.048691 -0.1 0.1 0.2
H -2.507688 0.760437 3.479541 0.0 -0.1 0.5
H 8.161486 -1.365545 -2.665751 0.1 0.2 0.0
H -2.488402 -1.888138 3.793620 0.0 0.0 0.0
H -3.821771 -2.832787 -6.493856 0.0 0.2 0.0
H -4.429032 1.261419 -1.055319 0.0 -0.2 0.1
H 8.258181 0.087556 -0.709705 0.0 0.2 -0.1
H 5.168036 2.583781 -3.002108 -0.2 0.1 0.0
H -3.991446 2.040624 6.537364 -0.2 0.0 -0.1
H -1.292212 -2.244140 -3.884948 0.0 -0.1 0.1
H 2.536531 -1.186630 6.630347 -0.1 -0.2 -0.1
H 1.485124 4.963655 -4.164843 -0.2 -0.2 -0.2
H -3.772937 -2.805403 3.086286 -0.3 -0.1 0.2
H -2.693007 4.563109 -0.703348 -0.1 0.0 0.3
H -6.239995 -2.062045 5.802573 -0.1 0.0 -0.1
H 6.907189 5.348120 1.163115 0.1 0.0 -0.3
H 4.893670 2.115442 1.259202 0.1 0.0 0.2
H 4.412183 3.031660 2.712484 0.0 -0.1 0.0
H 3.143553 -6.654014 -1.728006 -0.2 0.2 -0.2
H -1.111383 0.984337 -5.486052 0.3 0.1 -0.1
H 0.168195 -7.131617 -1.313529 0.2 -0.1 0.0
H 1.645135 -2.602453 1.269392 0.0 -0.1 0.0
H -5.717580 -3.109000 0.805140 -0.1 0.1 -0.2
H 2.909215 1.370088 -2.771471 0.0 0.0 0.0
H -0.205975 -4.213172 -7.627329 0.0 0.0 0.0
H -1.229202 -0.045649 0.493058 -0.1 0.2 -0.1
H 1.053360 -1.879571 -4.060103 -0.4 -0.3 0.0
H 7.759305 2.362427 -2.606286 -0.1 0.0 -0.2
H 2.638792 -6.721419 1.885137 0.0 0.1 0.2
H -3.809598 -0.404069 7.429388 -0.1 0.0 0.1
H 7.704251 1.448262 -4.145922 -0.2 0.0 0.0
H -0.364420 3.541895 4.500336 0.3 -0.1 0.2
H -6.638317 5.326552 0.991075 0.0 -0.1 0.0
H -5.894414 -3.123751 4.405107 0.1 -0.1 0.3
H -2.523448 -2.181104 0.070159 -0.1 -0.1 0.1
H -2.138049 3.021952 -0.061965 0.0 -0.1 0.0
H 0.625213 -2.116629 5.269141 0.3 0.0 -0.1
H 4.738147 -1.502568 -4.199651 -0.3 0.2 0.0
H -0.231757 -0.894193 -1.722103 -0.2 0.0 0.0
H 1.377700 3.209642 -3.884968 -0.2 0.0 0.0
H -5.125278 6.890704 -2.213605 -0.1 0.0 0.1
H 1.903518 2.352022 0.108046 -0.1 -0.1 -0.2
H 5.265338 3.892171 0.009984 -0.1 0.1 -0.5
H 1.271356 3.492050 3.767232 0.0 0.4 0.0
H 2.601230 4.076230 1.449683 -0.1 0.3 -0.3
H -0.266219 5.362159 2.997852 0.0 0.1 -0.3
H -4.924430 -1.638939 -0.785235 0.2 0.1 0.6
H 4.229044 0.512612 -0.437094 0.0 0.1 -0.2
H 3.013786 -3.911994 -1.508662 0.1 -0.4 -0.1
H -6.222702 0.569226 3.758768 0.1 -0.2 0.2
H 0.437661 0.099296 -7.141778 -0.2 -0.4 -0.2
H -5.798872 6.789128 0.511641 0.0 0.0 -0.1
H -3.777451 1.169828 0.582430 0.2 0.2 0.0
H 2.896188 -0.458405 -0.951269 0.0 -0.5 0.0
H -0.709997 4.283293 -3.060485 -0.1 -0.1 0.2
H -2.946618 -0.680620 -5.496051 0.1 0.0 0.1
H 3.083108 -3.146417 0.450672 0.1 -0.3 0.0
H -0.846087 -4.839637 0.680205 0.0 0.0 0.0
H -3.605599 -3.801152 5.394516 0.1 0.0 0.1
H 6.634189 -0.406533 -0.374103 -0.2 0.1 0.0
H 0.584094 -3.846957 3.022647 0.4 0.2 0.0
H 7.256934 -0.925412 -4.112148 0.0 0.2 0.0
H -4.787512 5.555338 2.406800 0.4 0.0 0.1
H -3.484907 3.404749 1.829874 0.0 0.0 0.1
H 2.113274 -3.085251 -7.543853 0.1 0.0 0.2
H 2.270688 -7.342844 -0.374510 -0.1 0.0 -0.2
H -7.710471 4.482194 -1.411432 0.2 -0.1 0.1
H -2.890978 -2.888093 -4.166258 -0.1 0.0 -0.3
H -1.470001 -3.901630 -4.408925 0.0 0.0 -0.3
H -2.712592 -1.894761 -1.628263 0.1 -0.3 -0.3
H -2.562460 -3.587766 -0.981081 0.1 0.1 -0.3
H 4.227912 -5.049451 -0.102040 0.1 0.0 0.1
H 4.060512 5.179993 -0.453341 -0.1 -0.2 -0.2
H 2.620678 -1.398791 -7.285268 0.0 0.0 0.0
H 6.156695 6.717420 2.016987 0.1 -0.2 0.1
H 1.481253 -3.454389 -4.912686 -1.0 0.0 0.3
H 0.495808 -0.331592 0.476782 -0.1 0.0 0.0
H -0.495236 -5.617477 -1.832198 0.2 0.2 0.0
H -5.495830 1.416827 0.353514 -0.1 0.1 0.0
H -4.935305 -3.188915 -1.526659 0.3 0.0 -0.1
H 1.768284 -5.063418 3.616375 0.0 0.2 0.1
H 0.001290 1.709679 1.432658 -0.2 -0.1 0.0
H -2.742415 -4.173697 -6.796321 0.2 0.0 0.3
H -3.820081 2.899982 5.017229 -0.1 -0.1 -0.3
H 5.911499 6.623903 0.298244 0.4 -0.2 -0.2
H -2.682198 -2.817761 -7.883874 -0.2 0.1 0.1
H 2.512389 3.788643 -1.828451 0.3 0.1 0.0
H -4.135813 -2.907356 6.828269 -0.1 -0.1 -0.1
H 3.038586 -3.068126 2.223280 0.1 0.0 0.0
H 3.361656 2.162477 -0.623656 0.1 0.0 -0.1
H 0.226077 5.506376 -2.199537 0.0 0.0 0.1
H -5.895224 2.156349 4.325140 0.3 0.1 0.2
H 0.287372 4.309594 1.658456 -0.2 0.2 -0.2
H -4.897159 -0.689242 2.353996 0.0 -0.2 0.0
H -4.213580 5.403769 -2.520501 -0.2 0.1 -0.1
H -1.379614 4.180323 2.279928 0.0 -0.2 0.1
H -0.721810 -0.285049 -4.365331 -0.1 -0.1 0.0
H -2.548285 1.815123 5.585431 -0.1 -0.1 -0.1
H -2.568826 -2.549625 6.144159 0.1 0.0 -0.3
H 0.556099 0.690904 -1.897923 0.1 -0.1 0.1
H -1.200905 0.642692 -1.795134 0.1 -0.3 -0.5
H -3.614803 5.742374 1.060788 0.0 0.2 0.2
H 1.930618 -4.432232 -2.823871 0.1 0.1 0.0
H 2.382803 -0.240652 -3.246167 0.0 -0.1 -0.1
H 8.911268 1.109737 -2.923909 -0.1 -0.3 0.1
H -5.266240 3.313524 1.786540 0.1 -0.1 0.1
H -6.219237 -1.453386 4.121879 -0.1 0.1 0.2
H -7.623244 6.177740 -1.029013 0.1 0.1 0.0
H 4.004935 -2.260994 -2.764203 -0.3 0.2 -0.2
H 6.393650 -2.951800 -3.218858 -0.3 -0.2 0.1
H -6.328106 0.912040 5.496147 0.0 0.0 0.0
H 1.283649 0.043012 -5.651171 -0.1 0.0 0.0
H 6.121419 -2.230472 -1.618106 0.1 -0.2 0.0
H -3.239025 -0.704901 1.791282 0.0 -0.2 0.0
H 4.534688 -1.143132 -0.519364 -0.4 -0.4 -0.2
H 3.719748 -5.382863 2.345789 0.1 -0.1 0.0
H 0.937419 -0.533427 3.295360 0.0 0.1 0.0
H 0.844439 -2.285789 9.561124 0.2 -0.1 0.0
H -1.091715 -0.729626 4.639321 0.2 0.0 -0.1
H 0.251344 3.838730 -1.606627 -0.2 -0.1 -0.1
H -7.017584 5.626222 -2.584315 -0.1 -0.2 0.0
H 0.769704 -6.332911 -2.799191 0.2 -0.1 0.1
H 2.488101 -2.199025 -4.992103 -0.2 0.7 -0.1
H 1.828354 0.531680 4.402408 -0.1 0.1 -0.3
H 2.417694 -2.470811 8.719767 0.0 0.0 0.0
H 1.250770 -1.819065 -8.369773 0.1 0.2 0.0
H -2.172287 -0.591183 -7.061387 0.1 0.2 0.1
H -6.156282 2.776263 -2.353538 0.0 0.0 0.1
H -3.845254 6.384844 -1.121369 0.0 0.0 0.0
H 7.012874 1.336022 -0.470675 0.0 -0.1 0.1
H 1.427880 -3.314029 -1.536717 -0.4 -0.2 -0.2
H 4.492692 -6.734261 0.330611 0.0 0.0 -0.1
H -3.918603 1.446086 2.808869 -0.2 0.0 0.2
H -1.029934 -0.576026 6.210161 0.2 0.0 0.2
```
Forces are in eV/Å.

Strongest force on any atom = 2.07 eV Å⁻¹
Orbital gap = 8.66 eV
E_tot = -3619.50521 Ha
Structure (SMILES) = CC1(C)CCCC(C)(C)N1O.CC1(C)CCCC(C)(C)N1O.CC1(C)CCCC(C)(C)N1O.CC1(C)CCCC(C)(C)N1O.CC1(C)CCCC(C)(C)N1O.COC[C@H](C)N.COC[C@H](C)N.CCO.CCO.CCO.CCO

Atomic partial charges in e from the Mulliken method, atoms 1 to 2: O -0.061; O -0.025